w) 2 unconnected molecules or ions with the total composition C16H17NO. Source: the OMol25 dataset; level of theory: ωB97M-V with the def2-TZVPD basis set.

Last column: Löwdin charge in e.
Positions of all 35 atoms, in Å:
1 C -1.934 -0.163 3.229  -0.0456
2 C -0.966 0.284 2.134  -0.1764
3 C -0.883 0.142 0.769  -0.0816
4 N -0.040 1.047 0.234  0.0720
5 C 0.591 1.768 1.273  -0.2185
6 C 1.522 2.756 1.076  -0.0214
7 C 1.930 3.394 2.257  -0.0767
8 C 1.823 2.640 3.447  -0.0929
9 C 0.886 1.594 3.581  -0.0331
10 C 0.118 1.231 2.475  -0.1431
11 H -2.706 0.550 3.446  0.0642
12 H -1.326 -0.267 4.118  0.0580
13 H -2.460 -1.148 3.108  0.0827
14 H -1.237 -0.729 0.219  0.1034
15 H 0.127 1.462 -0.667  0.1391
16 H 1.777 3.151 0.111  0.1046
17 H 2.473 4.311 2.267  0.0865
18 H 2.385 2.807 4.333  0.0823
19 H 0.547 1.326 4.583  0.1052
20 C -0.937 -3.544 -0.326  -0.0559
21 C -0.650 -2.685 -1.502  -0.2763
22 C -1.286 -2.691 -2.752  -0.0455
23 C -0.878 -1.874 -3.789  -0.0344
24 C -0.054 -0.798 -3.554  -0.3280
25 O 0.300 0.132 -4.493  0.0383
26 C 0.609 -0.704 -2.339  -0.0257
27 C 0.338 -1.662 -1.388  -0.0794
28 H -0.056 -3.503 0.318  0.0776
29 H -1.170 -4.578 -0.484  0.0721
30 H -1.665 -3.067 0.350  0.0809
31 H -2.175 -3.297 -2.918  0.1135
32 H -1.279 -2.053 -4.800  0.1237
33 H 0.515 -0.164 -5.374  0.1027
34 H 1.273 0.104 -2.085  0.1110
35 H 0.928 -1.787 -0.482  0.1165

- lowest unoccupied orbital energy (eV) = 0.7
- Kohn-Sham gap (eV) = 8.3
- HOMO (hartree) = -0.2778

---

x) 2 unconnected molecules or ions with the total composition C16H17NO. Source: the OMol25 dataset; level of theory: ωB97M-V with the def2-TZVPD basis set.

Last column: Löwdin charge in e.
Positions of all 35 atoms, in Å:
1 C 0.790 -0.982 3.965  -0.0639
2 C 0.098 -0.892 2.660  -0.2388
3 C 0.627 -0.092 1.682  -0.0467
4 N -0.159 -0.212 0.536  0.0857
5 C -0.967 -1.313 0.678  -0.1886
6 C -1.765 -1.861 -0.352  -0.0010
7 C -2.562 -2.947 0.041  -0.0977
8 C -2.442 -3.413 1.337  -0.1251
9 C -1.707 -2.800 2.345  -0.0445
10 C -0.984 -1.665 2.067  -0.1189
11 H 0.035 -1.352 4.667  0.0770
12 H 1.129 -0.031 4.388  0.0779
13 H 1.620 -1.657 3.907  0.0702
14 H 1.295 0.736 1.866  0.1213
15 H 0.090 0.397 -0.223  0.0960
16 H -1.827 -1.548 -1.383  0.0887
17 H -3.254 -3.491 -0.589  0.0979
18 H -2.899 -4.325 1.645  0.0859
19 H -1.962 -3.142 3.353  0.1127
20 C 3.250 1.454 -2.781  -0.0545
21 C 1.795 1.738 -2.460  -0.2682
22 C 1.544 2.825 -1.634  -0.0626
23 C 0.275 3.097 -1.166  -0.0341
24 C -0.766 2.237 -1.474  -0.3268
25 O -2.113 2.294 -1.128  0.0340
26 C -0.538 1.108 -2.290  -0.0427
27 C 0.761 0.826 -2.747  -0.0239
28 H 3.899 1.999 -2.029  0.0965
29 H 3.545 1.669 -3.786  0.0645
30 H 3.482 0.414 -2.736  0.0615
31 H 2.348 3.402 -1.180  0.1151
32 H 0.059 3.980 -0.571  0.1157
33 H -2.240 3.187 -0.740  0.1166
34 H -1.341 0.422 -2.515  0.1065
35 H 0.886 -0.060 -3.355  0.1142

- lowest unoccupied orbital energy (eV) = 0.7
- Kohn-Sham gap (eV) = 8.2
- HOMO (hartree) = -0.2739

---

y) 2 unconnected molecules or ions with the total composition C16H17NO. Source: the OMol25 dataset; level of theory: ωB97M-V with the def2-TZVPD basis set.

Last column: Löwdin charge in e.
Positions of all 35 atoms, in Å:
1 C 0.278 0.167 2.761  -0.0757
2 C -0.753 0.759 1.921  -0.2306
3 C -1.232 2.079 1.950  -0.0265
4 N -2.265 2.145 1.021  0.0653
5 C -2.418 0.858 0.319  -0.1380
6 C -3.373 0.509 -0.666  -0.0230
7 C -3.284 -0.798 -1.043  -0.1159
8 C -2.389 -1.729 -0.497  -0.0528
9 C -1.387 -1.286 0.393  0.0087
10 C -1.402 0.050 0.840  -0.1444
11 H 0.645 -0.827 2.656  0.0587
12 H -0.119 0.293 3.834  0.1183
13 H 1.194 0.606 2.799  0.0207
14 H -1.135 3.044 2.474  0.1279
15 H -2.805 2.896 0.877  0.0790
16 H -4.177 1.146 -0.907  0.0955
17 H -4.122 -1.044 -1.628  0.0856
18 H -2.507 -2.662 -0.908  0.0693
19 H -0.568 -1.847 0.634  0.0686
20 C 1.570 1.895 -2.536  -0.0644
21 C 1.901 0.661 -1.778  -0.2942
22 C 1.986 0.884 -0.381  -0.0527
23 C 2.363 -0.138 0.429  -0.0269
24 C 2.441 -1.473 -0.142  -0.3478
25 O 2.942 -2.357 0.738  -0.0043
26 C 2.203 -1.798 -1.479  0.0066
27 C 1.951 -0.644 -2.210  -0.0657
28 H 1.821 2.101 -3.628  0.0938
29 H 1.773 2.755 -1.908  0.0635
30 H 0.448 1.632 -2.739  0.1174
31 H 1.952 1.875 -0.023  0.0977
32 H 2.705 -0.041 1.470  0.1153
33 H 2.410 -2.429 1.605  0.1460
34 H 2.411 -2.849 -1.725  0.1280
35 H 1.659 -0.776 -3.213  0.0971

- lowest unoccupied orbital energy (eV) = 0.7
- Kohn-Sham gap (eV) = 8.3
- HOMO (hartree) = -0.2792

---

The data favor x); the next most stable structure lies 74.5 kJ/mol above it.

---

w) A molecular structure, C3H2N2O2. Source: the OMol25 dataset; level of theory: ωB97M-V with the def2-TZVPD basis set.

Last column: Löwdin charge in e.
Positions of all 9 atoms, in Å:
1 N -0.205 1.338 -1.842  0.2181
2 C 0.167 0.893 -0.761  -0.1754
3 O -0.897 -0.418 -0.095  -0.0302
4 C -0.450 -1.214 0.887  -0.3690
5 O 0.586 -1.105 1.498  -0.0116
6 C 1.199 1.096 0.183  -0.1121
7 N 1.678 0.664 1.156  0.2353
8 H -1.014 0.834 -2.208  0.1058
9 H -1.066 -2.087 1.182  0.1391

- lowest unoccupied orbital energy (eV) = -0.7
- Kohn-Sham gap (eV) = 9.3
- HOMO (hartree) = -0.3646

---

x) 2 unconnected molecules or ions with the total composition C3H2N2O2. Source: the OMol25 dataset; level of theory: ωB97M-V with the def2-TZVPD basis set.

Last column: Löwdin charge in e.
Positions of all 9 atoms, in Å:
1 C -1.101 0.281 -2.681  -0.2142
2 C 0.022 0.114 0.089  0.2610
3 C -1.399 -0.225 -1.459  0.0042
4 N -0.836 0.720 -3.717  0.2097
5 N -2.515 -0.852 -0.935  -0.4254
6 O -3.364 -1.151 -1.764  0.0969
7 O -2.583 -1.070 0.257  0.0696
8 H -0.326 -0.297 1.008  -0.0043
9 H 0.938 0.546 -0.247  0.0026

- lowest unoccupied orbital energy (spin up / spin down) (eV) = -1.2 / -3.0
- Kohn-Sham gap (spin up / spin down) (eV) = 9.5 / 7.5
- HOMO (spin up / spin down) (hartree) = -0.3952 / -0.3874

---

The data favor w); the next most stable structure lies 555.5 kJ/mol above it.

---

w) 2 unconnected molecules or ions with the total composition C3H2N2O2. Source: the OMol25 dataset; level of theory: ωB97M-V with the def2-TZVPD basis set.

Last column: Löwdin charge in e.
Positions of all 9 atoms, in Å:
1 O 0.675 2.405 -0.819  0.1887
2 C 0.288 1.348 -0.540  -0.1271
3 C -0.017 -0.061 -1.084  -0.2546
4 N 0.815 -0.938 -0.397  0.1105
5 C 0.120 -1.184 0.678  -0.1964
6 N -1.064 -0.475 0.753  0.0448
7 O -1.287 -0.196 -0.606  -0.1005
8 H -0.378 0.758 0.745  0.2059
9 H 0.468 -1.765 1.525  0.1286

- lowest unoccupied orbital energy (spin up / spin down) (eV) = -1.0 / -1.0
- Kohn-Sham gap (spin up / spin down) (eV) = 9.0 / 9.0
- HOMO (spin up / spin down) (hartree) = -0.3653 / -0.3653

---

x) A single C3H2N2O2 molecule. Source: the OMol25 dataset; level of theory: ωB97M-V with the def2-TZVPD basis set.

Last column: Löwdin charge in e.
Positions of all 9 atoms, in Å:
1 N -2.222 -1.231 0.024  0.1837
2 C -1.552 -0.207 -0.033  -0.1514
3 C -0.995 0.956 0.036  -0.0804
4 N -0.104 1.833 0.089  0.1181
5 O 1.220 1.359 -0.269  -0.0416
6 C 1.631 0.110 0.039  -0.3284
7 O 1.021 -0.772 0.581  0.0610
8 H -1.676 -2.074 -0.178  0.0941
9 H 2.678 0.026 -0.289  0.1450

- lowest unoccupied orbital energy (eV) = -1.0
- Kohn-Sham gap (eV) = 8.3
- HOMO (hartree) = -0.3423

---

The data favor x); the next most stable structure lies 135.3 kJ/mol above it.

---

w) A single C3H2N2O2 molecule. Source: the OMol25 dataset; level of theory: ωB97M-V with the def2-TZVPD basis set.

Last column: Löwdin charge in e.
Positions of all 9 atoms, in Å:
1 O 1.710 0.608 -1.884  0.1066
2 C 1.567 -0.089 -0.912  -0.1418
3 C 0.308 -0.018 -0.069  -0.3212
4 N -0.739 -0.765 -0.204  0.1586
5 C -1.601 -0.178 0.690  -0.1846
6 N -1.116 0.838 1.340  0.0983
7 O 0.170 0.955 0.833  0.0333
8 H 2.322 -0.840 -0.633  0.1301
9 H -2.620 -0.510 0.840  0.1208

- lowest unoccupied orbital energy (eV) = 0.0
- Kohn-Sham gap (eV) = 11.2
- HOMO (hartree) = -0.4109

---

x) A single C3H2N2O2 molecule. Source: the OMol25 dataset; level of theory: ωB97M-V with the def2-TZVPD basis set.

Last column: Löwdin charge in e.
Positions of all 9 atoms, in Å:
1 O -1.296 -0.857 -1.360  0.0976
2 C -0.128 -0.927 -1.139  -0.3683
3 C 0.234 -1.121 0.589  0.1423
4 N -0.111 -0.310 1.406  0.1029
5 C -0.077 1.063 1.135  -0.1528
6 N 0.358 1.407 -0.021  0.0445
7 O 0.781 0.423 -0.793  -0.1230
8 H 0.656 -1.458 -1.682  0.1380
9 H -0.416 1.781 1.866  0.1189

- lowest unoccupied orbital energy (eV) = -1.0
- Kohn-Sham gap (eV) = 9.5
- HOMO (hartree) = -0.3888

---

The data favor w); the next most stable structure lies 300.3 kJ/mol above it.

---

w) 2 unconnected molecules or ions with the total composition C3H2N2O2. Source: the OMol25 dataset; level of theory: ωB97M-V with the def2-TZVPD basis set.

Last column: Löwdin charge in e.
Positions of all 9 atoms, in Å:
1 C 1.282 -1.218 -0.029  -0.1679
2 C -1.507 0.069 0.020  0.0191
3 C 1.685 0.072 -0.023  -0.1466
4 N 0.727 -2.240 -0.036  0.2188
5 N -0.363 0.666 0.016  -0.2249
6 O 2.198 1.103 0.000  0.2535
7 O -0.080 1.864 0.046  -0.0767
8 H -2.395 0.683 0.026  0.0804
9 H -1.547 -1.000 -0.020  0.0443

- lowest unoccupied orbital energy (spin up / spin down) (eV) = -1.8 / -1.8
- Kohn-Sham gap (spin up / spin down) (eV) = 7.1 / 7.1
- HOMO (spin up / spin down) (hartree) = -0.3256 / -0.3257

---

x) A single C3H2N2O2 molecule. Source: the OMol25 dataset; level of theory: ωB97M-V with the def2-TZVPD basis set.

Last column: Löwdin charge in e.
Positions of all 9 atoms, in Å:
1 O -1.290 0.190 -1.360  0.0839
2 C -1.450 -0.330 -0.297  -0.3653
3 C 0.078 1.792 0.941  0.1224
4 N 0.903 1.064 0.505  0.0040
5 C 1.427 -0.093 -0.024  -0.1741
6 N 0.754 -1.170 -0.152  0.1107
7 O -0.532 -1.060 0.397  -0.0613
8 H -2.356 -0.297 0.324  0.1496
9 H 2.466 -0.095 -0.334  0.1302

- lowest unoccupied orbital energy (eV) = -0.3
- Kohn-Sham gap (eV) = 10.9
- HOMO (hartree) = -0.4109

---

The data favor x); the next most stable structure lies 227.3 kJ/mol above it.

---

w) A single C3H2N2O2 molecule. Source: the OMol25 dataset; level of theory: ωB97M-V with the def2-TZVPD basis set.

Last column: Löwdin charge in e.
Positions of all 9 atoms, in Å:
1 H -1.736 -1.822 0.195  0.0719
2 N -2.087 -0.863 0.133  0.1550
3 C -1.286 0.076 0.034  -0.2428
4 N -1.318 1.701 -0.084  0.2927
5 C -0.275 0.989 -0.071  -0.3882
6 O 1.064 1.118 -0.133  0.1080
7 C 1.701 -0.100 -0.046  -0.2599
8 O 1.157 -1.157 0.066  0.1116
9 H 2.780 0.057 -0.095  0.1517

- lowest unoccupied orbital energy (eV) = 0.3
- Kohn-Sham gap (eV) = 10.0
- HOMO (hartree) = -0.3552

---

x) A single C3H2N2O2 molecule. Source: the OMol25 dataset; level of theory: ωB97M-V with the def2-TZVPD basis set.

Last column: Löwdin charge in e.
Positions of all 9 atoms, in Å:
1 N 1.875 0.954 1.434  0.1932
2 C 1.077 0.114 1.057  -0.1407
3 C 0.269 -0.911 0.988  -0.0817
4 N -0.569 -1.672 0.455  0.1236
5 O -0.933 -1.286 -0.937  -0.0457
6 C -1.201 0.013 -1.177  -0.3399
7 O -0.974 0.951 -0.459  0.0492
8 H 2.167 1.698 0.801  0.0968
9 H -1.697 0.114 -2.157  0.1451

- lowest unoccupied orbital energy (eV) = -0.9
- Kohn-Sham gap (eV) = 8.3
- HOMO (hartree) = -0.3403

---

y) A single C3H2N2O2 molecule. Source: the OMol25 dataset; level of theory: ωB97M-V with the def2-TZVPD basis set.

Last column: Löwdin charge in e.
Positions of all 9 atoms, in Å:
1 N -1.416 -0.582 0.222  0.0416
2 C -0.126 -0.253 0.610  -0.0588
3 O 0.753 -0.755 -0.257  0.0095
4 C 1.961 -0.007 -0.136  -0.2710
5 O 2.892 -0.187 -0.843  0.1412
6 C -2.052 0.623 0.168  -0.3088
7 N -2.300 1.749 0.076  0.1676
8 H -1.603 -1.208 -0.560  0.1475
9 H 1.815 0.751 0.642  0.1312

- lowest unoccupied orbital energy (eV) = -0.1
- Kohn-Sham gap (eV) = 10.3
- HOMO (hartree) = -0.3845

---

The data favor w); the next most stable structure lies 25.7 kJ/mol above it.